Record 1
{
  "formula": "C14H16O",
  "method": "ωB97M-V/def2-TZVPD",
  "species": ["C", "C", "C", "C", "C", "C", "C", "O", "H", "H", "H", "H", "H", "H", "H", "H", "C", "C", "C", "C", "C", "C", "C", "H", "H", "H", "H", "H", "H", "H", "H"],
  "xyz": [[-4.29, 1.32, -1.01], [-2.08, -0.26, -3.53], [-3.17, 0.17, -2.91], [-0.84, -0.60, -2.86], [-3.21, 0.39, -1.51], [-0.93, -0.44, -1.46], [-2.06, 0.07, -0.82], [0.29, -0.65, -3.59], [-2.19, -0.31, -4.64], [-4.02, 0.35, -3.50], [1.02, -1.10, -3.29], [-0.02, -0.65, -0.86], [-5.05, 0.62, -0.41], [-4.80, 1.81, -1.79], [-1.89, 0.31, 0.25], [-3.76, 1.97, -0.22], [1.57, -1.88, 1.33], [3.58, 1.08, 2.39], [2.99, 1.48, 3.55], [3.16, -0.01, 1.60], [2.05, -0.67, 2.02], [1.92, 0.66, 4.01], [1.46, -0.46, 3.30], [4.48, 1.67, 1.97], [3.14, 2.42, 4.00], [3.53, -0.31, 0.68], [1.34, 1.00, 4.94], [1.29, -1.72, 0.28], [0.82, -2.44, 1.87], [0.51, -0.99, 3.60], [2.49, -2.54, 1.22]],
  "s_squared": 0.767,
  "energy_ev": -16815.146,
  "charge": 1,
  "multiplicity": 2,
  "de_lowest_kcal_mol": 56.9,
  "fmax_ev_per_a": 4.928,
  "orbital_gap_ev": [7.30, 3.57]
}

Record 2
{
  "formula": "C37H76FNNbO12P2",
  "method": "ωB97M-V/def2-TZVPD",
  "species": ["C", "C", "O", "C", "C", "O", "Nb", "F", "C", "C", "C", "C", "C", "C", "C", "C", "C", "C", "C", "C", "N", "C", "C", "C", "C", "P", "O", "P", "C", "O", "H", "H", "H", "H", "H", "H", "H", "H", "H", "H", "H", "H", "H", "H", "H", "H", "H", "H", "H", "H", "H", "H", "H", "H", "H", "H", "H", "H", "H", "H", "H", "H", "H", "H", "H", "H", "H", "H", "H", "H", "H", "H", "H", "H", "O", "C", "O", "C", "C", "C", "H", "H", "H", "H", "H", "H", "H", "H", "O", "C", "O", "C", "C", "C", "H", "H", "H", "H", "H", "H", "H", "H", "O", "C", "O", "C", "C", "C", "H", "H", "H", "H", "H", "H", "H", "H", "O", "C", "O", "C", "C", "C", "H", "H", "H", "H", "H", "H", "H", "H"],
  "xyz": [[-6.99, -2.71, -1.76], [-6.51, -3.78, -0.63], [-5.35, -4.53, -1.04], [-4.22, -3.62, -1.34], [-2.83, -4.26, -0.77], [-2.15, -4.97, -1.82], [-0.45, -3.98, -2.54], [0.44, -5.91, -2.69], [-1.42, -1.92, -2.40], [-0.45, -0.68, -2.73], [-0.97, 0.76, -2.23], [-2.54, 0.87, -1.95], [-2.87, 0.73, -0.36], [-2.12, 1.87, 0.53], [-3.19, 2.73, 1.36], [-2.45, 3.74, 2.41], [-1.56, 4.86, 1.63], [-2.44, 5.71, 0.57], [-2.21, 5.20, -0.96], [-3.23, 5.93, -2.01], [-3.66, 4.88, -2.99], [-2.93, 4.32, -4.12], [-3.67, 3.20, -4.91], [-5.05, 3.14, -4.12], [-4.95, 4.20, -2.99], [1.65, -3.10, -3.69], [2.85, -3.14, -2.66], [0.67, -3.79, -0.25], [1.31, -2.01, 0.10], [2.13, -4.74, -0.16], [-6.26, -1.82, -1.83], [-7.00, -3.30, -2.76], [-8.02, -2.25, -1.53], [-7.39, -4.51, -0.43], [-6.35, -3.24, 0.39], [-4.16, -3.46, -2.47], [-4.42, -2.68, -0.73], [-2.21, -3.51, -0.17], [-3.18, -5.06, 0.00], [-1.18, -4.14, -4.22], [-2.24, -1.91, -3.21], [-1.85, -1.72, -1.35], [-0.34, -0.60, -3.88], [0.63, -0.79, -2.32], [-0.73, 1.52, -3.08], [-0.30, 1.07, -1.34], [-2.86, 1.95, -2.22], [-3.19, 0.18, -2.60], [-4.02, 0.76, -0.21], [-2.53, -0.27, 0.08], [-1.47, 1.33, 1.32], [-1.40, 2.50, -0.10], [-3.97, 3.27, 0.72], [-3.75, 1.97, 2.04], [-3.24, 4.22, 3.10], [-1.73, 3.14, 3.08], [-0.64, 4.37, 1.18], [-1.19, 5.62, 2.43], [-3.56, 5.67, 0.85], [-2.10, 6.81, 0.60], [-1.10, 5.33, -1.29], [-2.47, 4.09, -1.02], [-2.65, 6.73, -2.58], [-4.13, 6.37, -1.43], [-1.88, 4.62, -4.47], [-3.32, 2.60, -5.80], [-5.93, 2.44, -4.35], [-5.81, 4.39, -2.26], [1.53, -1.83, -4.34], [2.05, -4.03, -4.74], [1.92, -1.94, 1.08], [0.43, -1.25, 0.21], [1.98, -1.60, -0.73], [2.66, -4.25, 0.52], [0.95, 2.36, 2.49], [1.00, 1.35, 3.15], [-0.12, 0.68, 3.45], [-0.16, -0.61, 4.08], [-0.05, -0.49, 5.59], [2.31, 0.88, 3.72], [0.60, -1.27, 3.65], [-1.12, -1.05, 3.82], [0.89, -0.04, 5.89], [-0.13, -1.47, 6.06], [-0.85, 0.15, 5.97], [2.52, 1.43, 4.64], [3.10, 1.07, 2.99], [2.34, -0.19, 3.93], [-0.14, 4.66, -2.98], [1.08, 4.66, -3.01], [1.75, 5.81, -3.19], [3.17, 5.94, -3.06], [3.87, 5.56, -4.34], [1.84, 3.37, -2.93], [3.54, 5.39, -2.19], [3.36, 7.00, -2.85], [3.69, 4.51, -4.60], [4.95, 5.71, -4.26], [3.49, 6.15, -5.18], [1.87, 2.91, -3.92], [1.32, 2.70, -2.24], [2.85, 3.48, -2.55], [7.77, -0.55, -4.07], [7.63, -1.75, -3.93], [6.44, -2.25, -3.57], [6.13, -3.66, -3.55], [6.58, -4.29, -2.25], [8.80, -2.68, -4.08], [6.53, -4.16, -4.43], [5.04, -3.73, -3.62], [7.66, -4.23, -2.13], [6.29, -5.35, -2.22], [6.13, -3.78, -1.40], [9.37, -2.69, -3.15], [9.44, -2.31, -4.89], [8.53, -3.70, -4.35], [1.74, -1.50, 7.53], [1.79, -2.52, 8.19], [0.66, -3.18, 8.49], [0.63, -4.48, 9.11], [0.73, -4.36, 10.61], [3.10, -2.99, 8.76], [1.39, -5.14, 8.68], [-0.34, -4.92, 8.84], [1.68, -3.91, 10.92], [0.65, -5.34, 11.08], [-0.07, -3.72, 11.00], [3.31, -2.44, 9.68], [3.89, -2.80, 8.03], [3.13, -4.06, 8.96]],
  "energy_ev": -88499.776,
  "charge": -1,
  "fmax_ev_per_a": 6.512,
  "orbital_gap_ev": 6.12
}

Record 3
{
  "formula": "C46H40ClN6O8P2STi",
  "method": "ωB97M-V/def2-TZVPD",
  "species": ["Ti", "N", "C", "S", "N", "N", "C", "C", "C", "C", "C", "C", "N", "H", "H", "H", "H", "H", "H", "H", "C", "N", "C", "P", "C", "C", "C", "C", "C", "C", "C", "C", "C", "C", "C", "C", "C", "C", "C", "C", "C", "C", "P", "C", "C", "C", "C", "C", "C", "C", "C", "C", "C", "C", "C", "H", "H", "H", "H", "H", "H", "H", "H", "H", "H", "H", "H", "H", "H", "H", "H", "H", "H", "H", "H", "H", "H", "H", "H", "H", "H", "H", "H", "H", "O", "Cl", "O", "O", "O", "O", "C", "O", "C", "C", "C", "C", "C", "C", "N", "O", "O", "H", "H", "H", "H"],
  "xyz": [[1.63, -0.76, 0.71], [4.44, -3.24, -1.47], [3.35, -2.70, -0.92], [2.84, -1.15, -1.47], [2.67, -3.41, -0.04], [1.68, -2.78, 0.57], [0.95, -3.40, 1.45], [-0.09, -2.63, 2.06], [-0.92, -3.14, 3.08], [-1.91, -2.33, 3.59], [-2.06, -1.04, 3.09], [-1.19, -0.60, 2.12], [-0.23, -1.37, 1.59], [5.03, -2.67, -2.04], [4.81, -4.10, -1.09], [1.13, -4.44, 1.70], [-0.75, -4.13, 3.45], [-2.55, -2.68, 4.38], [-2.83, -0.38, 3.47], [-1.24, 0.42, 1.74], [0.05, 0.91, -2.40], [-1.34, 0.58, -2.35], [-1.72, -0.27, -1.27], [-0.50, -1.69, -1.08], [-0.47, -2.36, -2.79], [0.62, -3.14, -3.15], [0.66, -3.76, -4.38], [-0.40, -3.61, -5.26], [-1.49, -2.84, -4.90], [-1.53, -2.21, -3.67], [-1.59, -3.00, -0.39], [-2.80, -2.74, 0.24], [-3.57, -3.79, 0.73], [-3.12, -5.09, 0.63], [-1.90, -5.36, 0.03], [-1.15, -4.32, -0.49], [-2.29, 1.37, -3.01], [-2.00, 1.90, -4.27], [-2.93, 2.68, -4.93], [-4.17, 2.94, -4.37], [-4.47, 2.40, -3.14], [-3.54, 1.63, -2.46], [0.88, 1.31, -0.75], [2.26, 2.29, -1.45], [2.93, 1.88, -2.60], [3.98, 2.64, -3.10], [4.35, 3.82, -2.48], [3.68, 4.23, -1.33], [2.65, 3.47, -0.82], [-0.15, 2.65, -0.04], [0.04, 2.97, 1.31], [-0.69, 3.99, 1.89], [-1.63, 4.69, 1.15], [-1.81, 4.39, -0.19], [-1.07, 3.38, -0.79], [0.22, 1.78, -3.05], [0.63, 0.06, -2.81], [-2.71, -0.69, -1.47], [-1.75, 0.28, -0.31], [1.45, -3.27, -2.47], [1.52, -4.36, -4.66], [-0.38, -4.10, -6.22], [-2.32, -2.73, -5.58], [-2.39, -1.61, -3.43], [-3.15, -1.73, 0.38], [-4.52, -3.58, 1.19], [-3.72, -5.90, 1.03], [-1.54, -6.37, -0.03], [-0.21, -4.54, -1.00], [-1.05, 1.68, -4.74], [-2.68, 3.08, -5.90], [-4.88, 3.55, -4.89], [-5.43, 2.58, -2.69], [-3.79, 1.26, -1.47], [2.67, 0.97, -3.11], [4.50, 2.32, -3.99], [5.16, 4.41, -2.87], [3.97, 5.15, -0.84], [2.15, 3.80, 0.08], [0.78, 2.43, 1.88], [-0.53, 4.24, 2.93], [-2.21, 5.48, 1.61], [-2.52, 4.95, -0.78], [-1.22, 3.19, -1.84], [4.19, 0.49, 2.72], [4.17, 0.02, 1.40], [3.42, 0.88, 0.55], [5.45, -0.21, 0.88], [3.44, -1.25, 1.35], [1.84, -1.40, 3.40], [1.64, -0.20, 3.30], [1.48, 0.37, 2.16], [1.42, 0.67, 4.50], [2.33, 0.77, 5.55], [2.03, 1.56, 6.65], [0.84, 2.26, 6.72], [-0.07, 2.13, 5.69], [0.21, 1.35, 4.58], [-1.37, 2.77, 5.74], [-1.55, 3.61, 6.59], [-2.18, 2.42, 4.91], [3.26, 0.23, 5.47], [2.74, 1.62, 7.47], [0.61, 2.90, 7.56], [-0.52, 1.28, 3.79]],
  "energy_ev": -138709.851,
  "charge": 1,
  "de_lowest_kcal_mol": 43.6,
  "fmax_ev_per_a": 2.884,
  "orbital_gap_ev": 6.33
}

Record 4
{
  "formula": "C4H20NO9",
  "method": "ωB97M-V/def2-TZVPD",
  "species": ["C", "C", "C", "O", "N", "C", "O", "O", "H", "H", "H", "H", "H", "H", "H", "H", "H", "H", "O", "H", "H", "O", "H", "H", "O", "H", "H", "O", "H", "H", "O", "H", "H", "O"],
  "xyz": [[0.56, 0.73, -0.96], [1.63, -0.31, -0.70], [1.79, -1.38, -1.81], [1.01, -2.51, -1.44], [-0.81, 0.22, -1.12], [-1.43, -0.69, -0.13], [-1.72, -1.81, -0.57], [-1.80, -0.16, 0.97], [0.85, 1.22, -1.89], [0.51, 1.52, -0.22], [1.34, -0.90, 0.21], [2.58, 0.20, -0.44], [1.43, -1.03, -2.79], [2.82, -1.73, -1.89], [0.03, -2.34, -1.60], [-0.93, -0.24, -2.02], [1.49, 2.40, 1.83], [2.95, 1.99, 1.62], [2.39, 2.76, 1.70], [-2.87, 2.49, -1.61], [-1.86, 1.93, -2.36], [-2.42, 2.71, -2.45], [-0.55, -2.03, 2.57], [-1.51, -0.87, 2.60], [-0.85, -1.33, 3.16], [-0.71, 1.15, 1.49], [0.01, 0.81, 2.78], [-0.06, 1.52, 2.13], [0.97, -3.10, 0.84], [1.92, -3.73, -0.18], [1.77, -3.62, 0.77], [-2.31, 1.43, 0.56], [-3.30, 2.65, 0.82], [-2.95, 2.07, 0.14]],
  "energy_ev": -24393.422,
  "charge": -1,
  "de_lowest_kcal_mol": 30.9,
  "fmax_ev_per_a": 2.093,
  "orbital_gap_ev": 9.30
}

Record 5
{
  "formula": "C5H12N2O3",
  "method": "ωB97M-V/def2-TZVPD",
  "species": ["C", "N", "H", "H", "H", "H", "H", "C", "O", "O", "C", "C", "C", "N", "H", "H", "H", "H", "H", "H", "O", "H"],
  "xyz": [[2.62, 0.71, 1.94], [1.61, 0.14, 1.07], [3.51, 0.97, 1.35], [2.25, 1.61, 2.44], [2.92, -0.02, 2.71], [0.89, -0.37, 1.56], [2.26, -0.85, -0.06], [1.06, 1.01, -0.37], [1.61, 2.07, -0.63], [-0.25, 0.94, -0.57], [-0.91, -0.27, -0.96], [-2.39, -0.01, -1.01], [-3.32, -1.07, -0.57], [-3.15, 0.14, 0.22], [-0.55, -0.57, -1.95], [-0.69, -1.06, -0.23], [-2.70, 0.66, -1.82], [-4.29, -1.18, -1.07], [-2.89, -2.00, -0.19], [-2.56, -0.05, 1.04], [2.07, -0.62, -1.29], [2.88, -0.19, -1.59]],
  "energy_ev": -14498.420,
  "de_lowest_kcal_mol": 117.3,
  "fmax_ev_per_a": 4.420,
  "orbital_gap_ev": 10.13
}

Record 6
{
  "formula": "CH5NO",
  "method": "ωB97M-V/def2-TZVPD",
  "species": ["C", "N", "O", "H", "H", "H", "H", "H"],
  "xyz": [[-0.99, 0.25, 1.08], [1.16, 0.01, -1.27], [-0.16, 0.13, -1.39], [-0.02, -0.21, 0.66], [-1.93, -0.32, 1.22], [-0.91, 1.23, 1.49], [1.46, -1.01, -1.37], [1.65, 0.70, -1.71]],
  "energy_ev": -4650.504,
  "de_lowest_kcal_mol": 112.5,
  "fmax_ev_per_a": 5.522,
  "orbital_gap_ev": [8.23, 10.31]
}

Repeat the sixth record exactly.
{
  "formula": "CH5NO",
  "method": "ωB97M-V/def2-TZVPD",
  "species": ["C", "N", "O", "H", "H", "H", "H", "H"],
  "xyz": [[-0.99, 0.25, 1.08], [1.16, 0.01, -1.27], [-0.16, 0.13, -1.39], [-0.02, -0.21, 0.66], [-1.93, -0.32, 1.22], [-0.91, 1.23, 1.49], [1.46, -1.01, -1.37], [1.65, 0.70, -1.71]],
  "energy_ev": -4650.504,
  "de_lowest_kcal_mol": 112.5,
  "fmax_ev_per_a": 5.522,
  "orbital_gap_ev": [8.23, 10.31]
}

Q: Which formula does entry 2 have?
A: C37H76FNNbO12P2